Record 1
C3H10N2O | the ωB97M-V functional and the def2-TZVPD basis

Results
**Orbital gap (alpha / beta)**: 6.39 / 9.06 eV
**Spin multiplicity**: 3
**DFT total energy**: -304.7569 a.u.
**Maximum force**: 0.088 Eh/bohr

Each line ends with the Mulliken charge.
Cartesian coordinates (Å):
C (-1.877, -0.645, -0.200)  -0.847
C (0.673, 1.644, 0.171)  -0.753
C (-0.732, -0.667, 0.741)  -0.650
N (2.759, -1.075, -0.281)  -0.432
N (0.888, 0.248, -0.085)  -0.145
O (2.028, -0.228, 0.564)  -0.110
H (-1.668, -1.224, -1.096)  0.261
H (-2.736, -1.096, 0.307)  0.296
H (-2.152, 0.369, -0.482)  0.252
H (1.391, 2.221, -0.419)  0.310
H (-0.330, 1.888, -0.173)  0.273
H (0.783, 1.920, 1.223)  0.327
H (-0.830, -0.067, 1.635)  0.339
H (-0.292, -1.639, 0.927)  0.333
H (2.988, -0.562, -1.138)  0.273
H (2.170, -1.869, -0.536)  0.272

=====

Record 2
C6H12O | the ωB97M-V functional and the def2-TZVPD basis

Results
**Orbital gap (alpha / beta)**: 2.65 / 5.40 eV
**Spin multiplicity**: 2
**Net charge**: -1
**DFT total energy**: -310.9624 a.u.
**Maximum force**: 0.027 Eh/bohr

Each line ends with the Mulliken charge.
Cartesian coordinates (Å):
C (1.669, -1.299, -0.706)  -0.568
C (2.916, -1.091, -0.141)  -0.875
C (0.469, 0.835, -0.456)  -0.388
C (0.460, -0.523, -0.696)  0.832
C (-0.796, -1.299, -0.981)  -1.216
C (-0.682, 1.810, -0.503)  -1.136
H (1.481, -2.293, -1.136)  0.226
H (3.238, -0.079, 0.102)  0.184
H (3.636, -1.883, -0.003)  0.253
H (1.444, 1.309, -0.504)  0.113
H (-0.964, -2.139, -0.298)  0.240
H (-1.664, -0.655, -0.821)  0.310
H (-0.865, -1.688, -2.001)  0.271
H (-0.503, 2.617, 0.211)  0.314
H (-0.790, 2.236, -1.513)  0.175
H (-1.634, 1.382, -0.187)  0.281
H (-2.692, 0.185, 2.417)  0.325
H (-3.259, 1.192, 3.435)  0.300
O (-2.680, 1.127, 2.669)  -0.639

=====

Which of these has the highest spin multiplicity?
C3H10N2O